24
Properties=species:S:1:pos:R:3 method="wB97M-V/def2-TZVPD" e_tot_ha=-568.16495 lumo_ev=-3.4578 total_charge=+1 de_lowest_kj_mol=477.82 gap_ev=8.56
N -0.399 -0.412 -1.434
N -0.277 1.790 -1.051
N -1.013 -2.375 0.828
N -0.288 0.572 1.131
C -0.683 -1.784 -1.532
C 0.722 1.414 -1.988
C 0.505 -0.563 1.423
C -0.848 -2.595 -0.500
C 0.649 0.117 -2.205
C 0.152 2.607 -0.002
C -0.873 0.561 -0.575
C 0.179 1.989 1.192
C -0.522 -1.640 1.684
H -0.784 -1.647 2.635
H 0.256 3.679 -0.015
H -1.210 -3.717 -0.773
H 0.921 -0.787 0.460
H 1.269 -0.500 2.277
H -0.551 -2.204 -2.493
H -1.931 0.586 -0.556
H 1.440 2.196 -2.364
H -1.217 0.636 1.687
H 0.362 2.498 2.140
H 0.968 -0.306 -3.110

---

105
Properties=species:S:1:pos:R:3 method="wB97M-V/def2-TZVPD" e_tot_ha=-2178.72676 lumo_ev=-1.9032 total_charge=+1 gap_ev=8.74
Ba -0.144 -0.200 -0.480
O -1.511 0.176 -2.205
O -5.393 -0.777 -2.574
N 1.039 2.758 -3.967
N -2.474 -2.300 -1.390
N 1.862 1.353 -2.307
N 1.523 -4.888 1.200
N 2.359 -0.050 0.465
N -0.624 1.716 4.133
N -1.026 2.254 -0.392
N -0.579 -4.048 1.883
N -3.768 0.479 -1.635
N -0.415 0.396 2.163
N 3.234 3.034 -3.289
N 0.776 -2.723 0.573
N -2.439 1.344 2.723
C -1.446 1.881 5.318
C -4.257 -0.728 -2.170
C -3.159 0.453 1.831
C 3.237 0.851 -0.316
C 0.909 -0.100 2.607
C 2.027 -2.527 -0.158
C -0.721 -5.087 2.894
C -3.462 -2.031 -2.256
C -1.829 -3.461 -1.542
C 0.593 -3.832 1.204
C 2.905 -1.444 0.501
C -3.135 -4.093 -3.414
C -1.674 -3.089 1.853
C -3.833 -2.907 -3.265
C -1.114 1.128 2.980
C -2.194 2.164 -1.052
C -2.106 -4.380 -2.538
C -0.038 1.856 -4.328
C 3.064 0.661 -1.826
C -2.525 0.808 -1.710
C 2.044 2.342 -3.129
C 2.662 -4.792 2.091
C 2.106 0.511 1.828
C -3.045 2.644 2.966
C -1.477 4.551 0.056
C 0.759 4.170 -4.151
C 1.100 -6.220 0.804
C -2.689 4.444 -0.616
C -3.072 3.232 -1.163
C 0.583 2.518 4.093
C 3.962 3.507 -2.129
C 3.709 3.509 -4.572
C -0.685 3.425 0.163
H 4.944 3.040 -2.017
H 0.985 -6.900 1.655
H -3.363 3.088 2.019
H 0.621 4.409 -5.208
H -2.309 1.223 5.269
H 2.493 -5.309 3.044
H 3.638 4.600 -4.647
H -1.474 -5.826 2.613
H -1.796 2.911 5.439
H 0.223 0.839 -4.065
H -0.155 4.452 -3.619
H -1.672 -2.484 2.765
H 3.979 0.955 -2.345
H 3.010 0.414 2.440
H 4.107 4.589 -2.208
H -3.079 0.730 0.778
H 0.142 -6.171 0.285
H 2.876 -3.746 2.309
H -1.615 -2.422 0.997
H 1.804 -2.234 -1.199
H 1.344 2.164 4.792
H 4.282 0.715 -0.010
H -2.627 -3.618 1.791
H -4.012 3.086 -1.678
H 1.826 -6.665 0.122
H -1.029 -4.633 3.838
H 3.880 -1.446 0.006
H -4.222 0.484 2.079
H -0.959 2.113 -3.800
H -1.155 5.487 0.496
H 0.223 -5.589 3.059
H 4.757 3.234 -4.706
H -3.395 -4.785 -4.206
H 0.354 3.559 4.347
H 2.947 -0.409 -2.044
H -3.336 5.309 -0.709
H -3.914 2.573 3.622
H 1.079 0.085 3.669
H 2.612 -3.444 -0.241
H -1.525 -5.290 -2.611
H -4.658 -2.641 -3.910
H 2.958 1.875 -0.080
H -1.037 -3.660 -0.827
H 3.553 -5.225 1.630
H -0.232 1.922 -5.401
H 1.922 1.578 1.702
H 0.928 -1.186 2.471
H 1.578 4.769 -3.766
H 3.081 -1.731 1.541
H -2.801 -0.561 1.957
H 0.257 3.455 0.703
H -0.866 1.618 6.204
H 3.386 3.321 -1.231
H 1.011 2.509 3.097
H 3.130 3.067 -5.378
H -2.314 3.310 3.416

---

52
Properties=species:S:1:pos:R:3 method="wB97M-V/def2-TZVPD" e_tot_ha=-2915.79204 lumo_ev="-4.1999 / -4.2742" total_charge=+1 multiplicity=2 de_lowest_kj_mol=4.94 gap_ev="5.13 / 5.04"
Yb 0.327 0.402 1.321
P -2.501 0.829 0.913
P -0.116 -2.323 1.043
O 3.205 -0.232 1.457
O 0.411 -0.070 5.780
N -0.211 0.144 3.471
N 0.198 0.215 -0.973
C -2.521 1.179 -0.918
C -0.447 4.131 -2.214
C 1.223 -3.319 1.769
C -2.702 2.509 1.617
C -4.206 0.230 1.203
C 0.145 -2.603 -0.776
C -1.523 -3.426 1.360
C -0.031 1.499 -1.411
C -1.543 3.334 -1.843
C 1.101 2.312 -1.742
C 0.104 0.038 4.633
C 0.849 3.659 -2.113
C -1.358 2.026 -1.398
C 3.681 -0.409 -2.028
C 2.550 -2.516 -1.638
C 1.359 -1.874 -1.312
C 3.512 0.590 0.676
C 2.482 0.308 -1.740
C 1.318 -0.452 -1.415
C 2.369 1.704 -1.653
C 3.689 -1.789 -2.022
H -1.960 3.222 1.242
H 2.210 -2.910 1.531
H -4.351 0.135 2.290
H 2.619 -3.605 -1.594
H -0.638 5.145 -2.563
H 4.597 -2.325 -2.311
H -1.706 -3.427 2.441
H -2.567 2.425 2.705
H -2.417 -3.042 0.856
H -4.338 -0.760 0.745
H 0.255 -3.685 -0.928
H -3.711 2.884 1.403
H -0.772 -2.216 -1.256
H -2.544 3.772 -1.886
H 3.268 2.318 -1.718
H 1.698 4.300 -2.337
H -3.468 1.698 -1.119
H 1.162 -4.363 1.438
H -4.946 0.933 0.792
H -1.314 -4.448 1.019
H 4.395 0.779 -0.031
H -2.521 0.176 -1.385
H 1.091 -3.266 2.858
H 4.590 0.161 -2.240